Record 1
Formula: C18H12FN7O2
Source: OMol25
Level of theory: ωB97M-V/def2-TZVPD

The geometry in XYZ format:
```
40
Properties=species:S:1:pos:R:3:forces:R:3
O 3.4412 0.2380 6.6566 0.664 -0.065 -1.493
F -2.1350 -0.4690 -4.7540 -0.585 0.800 0.801
N 3.4860 1.4045 1.1386 0.515 -0.116 0.773
N 4.3901 0.4873 4.5503 1.068 0.431 -2.242
N -1.1023 -2.5440 -1.9478 -0.460 -0.977 0.542
N 1.5327 1.2092 2.7519 0.929 -0.428 0.056
N 0.8068 1.2757 -0.7775 -0.486 -1.329 -0.315
O -1.6210 -3.8935 -1.8127 1.124 0.917 0.575
C 3.3473 0.3365 5.4362 0.405 -0.512 6.197
C 4.3077 1.1021 2.0976 -1.378 0.156 -1.084
C 3.8056 0.8121 3.4297 1.362 -0.815 1.269
C -0.4219 -2.2802 -0.8517 -0.938 -0.947 -0.950
C 2.4041 0.8044 3.6339 -4.119 1.912 -5.003
C 1.2219 0.7798 0.3578 0.316 -1.867 1.031
C -1.1631 -4.3973 -0.6377 0.421 1.533 -0.012
C -0.4372 -3.4531 0.0112 0.534 0.443 0.506
C 0.8728 -0.6224 0.4995 0.895 1.721 1.044
C 0.1836 -0.9471 -0.6123 0.104 0.700 -0.661
C -4.5541 1.4079 -2.7069 0.628 0.046 0.231
C -3.7070 1.8056 -1.6772 -0.848 0.861 0.556
C -4.0122 0.6779 -3.7388 0.480 -1.032 -0.876
C -2.3538 1.5445 -1.6932 0.730 -0.423 -0.178
C -2.6485 0.3298 -3.7587 -0.239 0.058 1.033
C -1.8094 0.7275 -2.7000 -0.519 -0.143 -1.058
N 2.1232 0.3936 4.8734 -0.741 0.179 -0.971
N 0.1820 0.2269 -1.3777 -0.049 -0.717 -0.506
C 2.0166 1.5609 1.3665 1.110 -0.792 2.033
C -0.3369 0.3684 -2.7273 -0.139 0.803 -0.524
H 5.3724 0.9763 1.9232 -0.049 0.199 -0.270
H -1.3774 -5.4060 -0.2934 -0.265 0.260 -0.615
H 0.0488 -3.5573 0.9882 -0.308 0.052 -0.607
H 1.1092 -1.2396 1.3491 -0.091 -0.043 -0.004
H -5.6078 1.6814 -2.7268 0.262 -0.188 0.150
H -4.1634 2.3591 -0.8524 0.396 -0.007 -0.202
H -4.6888 0.2717 -4.4797 0.248 0.078 -0.323
H -1.6594 1.9757 -0.9492 -0.650 -0.465 -0.281
H 1.3268 0.7728 5.3480 -0.228 -0.255 0.417
H 1.7871 2.6052 1.2071 0.122 0.450 -0.014
H -0.1245 -0.5542 -3.2909 -0.299 0.412 0.245
H 0.1579 1.2285 -3.2528 0.076 -0.891 0.730
```
Positions in Å, forces in eV/Å.

As for the structure (SMILES): O=C1N=C2C=N[C@@H](c3cc(-c4ccon4)n(Cc4ccccc4F)n3)N=C2N1. The value obtained for the LUMO energy is -0.063 Eh. For the energy above the lowest of the compared OMol25 structures with the same formula, charge and spin, the calculation gives 0.0 kJ/mol. The calculation puts the HOMO-LUMO gap at 7.56 eV.

Atomic partial charges in e from the Löwdin method, atoms 1 to 5:
1. O 0.091
2. F 0.044
3. N 0.144
4. N 0.245
5. N 0.155

Record 2
Formula: C28H82N6O10
Source: OMol25
Level of theory: ωB97M-V/def2-TZVPD

The geometry in XYZ format:
```
126
Properties=species:S:1:pos:R:3:forces:R:3
C 2.2730 0.6933 3.8455 -0.561 0.088 -0.711
C 3.4449 1.0565 4.7307 -0.354 0.935 0.588
C 4.3543 2.0677 4.0338 -0.115 -0.790 -0.409
O 3.5912 3.2230 3.7639 0.337 0.190 0.162
C 4.3765 4.2722 3.2367 0.078 -0.317 -0.092
N 2.9196 1.6229 5.9961 0.225 -0.560 -0.255
H 2.5684 0.4730 2.8149 0.189 -0.454 0.187
H 1.5874 1.5332 3.6827 0.232 0.232 0.390
H 1.6518 -0.1048 4.2521 0.275 -0.191 0.006
H 4.0510 0.1936 5.0122 -0.095 -0.157 -0.239
H 4.7106 1.6287 3.0922 0.062 0.094 -0.061
H 5.2474 2.2478 4.6438 -0.111 0.409 0.154
H 5.1650 4.5704 3.9339 -0.085 0.116 0.119
H 3.7104 5.1051 3.0289 0.033 0.081 0.029
H 4.8742 3.9556 2.3131 -0.078 0.039 -0.108
H 3.6979 1.7067 6.6407 -0.169 0.202 0.141
H 2.5610 2.5505 5.8013 0.078 0.076 0.073
C 2.8741 -5.9608 -0.8816 -0.607 -0.148 0.130
C 3.2153 -5.2568 0.4180 0.679 -0.059 -0.279
C 2.0191 -4.5758 1.0578 -0.469 -0.360 0.416
O 1.3525 -3.6336 0.2500 0.219 -0.354 -0.761
C 2.2018 -2.6256 -0.2657 -0.180 0.724 0.915
N 3.7534 -6.2413 1.3719 -0.066 0.359 0.172
H 2.2195 -6.8097 -0.6629 0.111 -0.065 -0.022
H 3.7741 -6.3233 -1.3778 -0.004 -0.003 -0.048
H 2.3126 -5.3150 -1.5582 0.183 0.106 -0.017
H 3.9838 -4.5095 0.1744 -0.104 0.121 0.127
H 2.2734 -4.1349 2.0343 0.376 0.223 -0.142
H 1.2884 -5.3471 1.3181 -0.059 -0.010 -0.247
H 2.9910 -2.9227 -0.9606 -0.164 -0.442 -0.015
H 2.6707 -2.1433 0.6031 0.240 0.230 -0.232
H 1.5812 -1.8804 -0.7592 -0.105 -0.085 0.003
H 4.1821 -5.7336 2.1407 -0.049 -0.164 0.069
H 4.5024 -6.7710 0.9412 -0.052 -0.016 -0.076
C 1.3648 0.1982 -3.3495 0.986 0.151 -0.099
C 2.0908 1.5518 -3.5755 -1.723 -0.602 -0.071
C 3.5190 1.3878 -4.0556 -0.255 0.219 -0.101
O 4.2452 0.7332 -3.0314 -0.036 0.243 0.125
C 5.5932 0.4326 -3.3012 -0.120 -0.621 -0.435
N 1.3186 2.3785 -4.5346 0.565 -0.196 0.284
H 0.4071 0.3301 -2.8505 0.030 0.125 0.112
H 2.0243 -0.4302 -2.7431 -0.340 -0.211 0.006
H 1.1662 -0.3040 -4.3001 0.125 -0.035 -0.036
H 2.0495 2.0278 -2.5939 0.414 0.391 -0.140
H 3.9212 2.3776 -4.2949 0.191 0.008 0.176
H 3.5421 0.8059 -4.9861 0.026 -0.169 0.037
H 6.2115 1.3096 -3.5101 -0.082 0.129 0.269
H 5.6759 -0.2338 -4.1708 -0.083 0.080 -0.019
H 5.9403 -0.1397 -2.4422 0.253 0.267 0.043
H 0.4409 2.6261 -4.0901 0.008 0.098 -0.022
H 1.0648 1.7603 -5.2995 -0.055 0.161 -0.137
C -5.3631 -2.5300 0.5220 0.069 0.786 -0.521
C -4.4927 -1.2744 0.4221 0.830 -0.411 0.172
C -4.7028 -0.3316 1.5869 -0.474 -0.231 0.796
O -4.4203 -1.0448 2.8043 -0.424 0.117 -0.247
C -4.4638 -0.1499 3.8833 0.328 0.123 0.584
N -3.0617 -1.6592 0.3433 -0.265 0.014 0.206
H -5.1066 -3.1071 1.4064 -0.019 -0.138 -0.050
H -5.2156 -3.0803 -0.4057 -0.023 -0.410 0.215
H -6.4120 -2.2304 0.5619 -0.034 -0.111 0.146
H -4.6900 -0.7897 -0.5378 -0.334 0.322 0.209
H -5.7422 0.0065 1.6894 -0.018 0.156 -0.405
H -4.0522 0.5494 1.5447 0.045 0.026 -0.252
H -5.3281 0.5255 3.8965 0.000 0.059 -0.511
H -3.5340 0.4238 3.8767 -0.111 0.261 0.167
H -4.5419 -0.6607 4.8451 0.239 -0.470 -0.235
H -2.8617 -2.3046 1.1035 -0.040 -0.007 -0.037
H -2.5025 -0.8346 0.5564 0.102 -0.024 -0.180
C -0.8967 -2.7687 -2.5418 0.380 0.254 -0.872
C -2.2541 -3.2411 -3.0776 0.392 0.398 0.250
C -2.1037 -4.2759 -4.1764 -0.386 -0.100 0.235
O -1.3234 -3.7622 -5.2354 0.111 -0.293 0.019
C -1.0035 -4.7831 -6.1617 -0.099 0.370 0.210
N -3.0792 -3.7501 -1.9647 0.197 0.435 -0.492
H -0.2163 -2.4873 -3.3535 -0.074 -0.234 -0.088
H -0.4204 -3.5720 -1.9755 0.023 0.110 0.191
H -0.9757 -1.8563 -1.9495 -0.266 -0.258 0.385
H -2.7694 -2.3770 -3.5070 -0.082 -0.040 -0.035
H -3.0924 -4.5647 -4.5538 -0.075 0.033 0.064
H -1.6648 -5.1899 -3.7478 0.240 0.018 -0.079
H -0.5076 -5.6063 -5.6385 0.096 -0.093 -0.164
H -0.3443 -4.3435 -6.9066 0.067 -0.085 -0.013
H -1.9009 -5.1645 -6.6609 -0.027 -0.044 0.014
H -2.4365 -4.2727 -1.3726 -0.191 -0.187 0.052
H -3.2347 -2.9019 -1.4142 -0.130 -0.358 0.259
C -3.2855 5.0003 -1.1338 -0.276 0.004 0.096
C -3.1338 3.6045 -0.5312 0.515 0.636 -0.221
C -4.1677 2.6029 -1.0109 0.352 0.153 -0.040
O -5.4020 2.8345 -0.3707 -0.211 0.251 -0.262
C -6.4435 2.1576 -1.0251 -0.319 -0.431 -0.146
N -1.8308 3.0951 -0.9749 0.184 -0.800 0.505
H -4.2518 5.4746 -0.9492 -0.057 -0.241 0.096
H -3.1341 4.9429 -2.2127 0.075 0.038 -0.011
H -2.5272 5.6530 -0.6971 0.075 0.026 -0.126
H -3.1954 3.7117 0.5619 -0.128 -0.218 0.038
H -3.8067 1.5822 -0.8226 -0.067 -0.041 0.163
H -4.2387 2.6968 -2.1027 -0.213 0.059 -0.005
H -7.4122 2.4078 -0.5939 0.193 0.122 0.347
H -6.2997 1.0729 -0.9429 -0.066 -0.035 -0.059
H -6.5238 2.4059 -2.0903 0.289 0.088 -0.012
H -1.6621 2.2435 -0.4279 -0.014 0.213 -0.358
H -1.0591 3.7003 -0.7058 -0.254 0.334 -0.078
C 0.5943 4.3357 2.0357 -0.457 -0.263 0.118
O 0.7581 5.1085 0.8631 -0.050 -0.076 -0.266
H 1.3476 3.5556 2.1762 0.279 0.244 0.001
H 0.5100 4.9652 2.9255 0.182 -0.044 0.085
H -0.3513 3.7996 1.9320 -0.051 0.111 -0.094
H 1.5771 5.6081 0.8950 0.053 -0.060 0.114
C 3.8781 1.5939 0.3854 -0.800 -0.812 0.350
O 3.0863 0.7758 -0.4708 0.142 0.380 -0.152
H 4.4751 0.9182 1.0064 0.507 0.323 -0.111
H 4.4670 2.3335 -0.1555 0.152 -0.050 0.036
H 3.1974 2.0936 1.0813 0.048 0.245 -0.115
H 3.5119 0.7704 -1.3439 -0.054 -0.142 0.012
C 0.0500 0.6683 0.6212 0.086 0.252 -0.338
O -1.2938 0.9312 1.0020 -0.113 -0.044 0.202
H 0.6963 1.5515 0.6708 -0.112 0.058 0.245
H 0.5020 -0.1367 1.2028 -0.040 -0.085 -0.063
H 0.0198 0.4110 -0.4374 0.071 -0.297 0.078
H -1.3237 1.1843 1.9395 0.249 -0.181 -0.083
C -2.1310 2.5953 4.0378 -0.386 1.206 -1.379
O -1.1717 1.6077 3.7040 -0.026 -0.015 0.616
H -2.7656 2.4464 4.9085 0.244 -0.479 0.126
H -1.7334 3.6178 4.0526 0.511 -0.220 0.513
H -2.7592 2.6694 3.1443 -0.358 -0.331 0.238
H -0.6078 1.3954 4.4550 0.001 0.045 -0.013
```
Positions in Å, forces in eV/Å.

As for the structure (SMILES): COC[C@H](C)N.COC[C@H](C)N.COC[C@H](C)N.COC[C@H](C)N.COC[C@H](C)N.COC[C@H](C)N.CO.CO.CO.CO. The value obtained for the LUMO energy is 0.015 Eh. For the energy above the lowest of the compared OMol25 structures with the same formula, charge and spin, the calculation gives 38.8 kJ/mol. The calculation puts the HOMO-LUMO gap at 8.94 eV.

Atomic partial charges in e from the Löwdin method, atoms 1 to 5:
1. C -0.064
2. C -0.407
3. C -0.223
4. O -0.209
5. C -0.096